DFT (ωB97M-V with the def2-TZVPD basis set) results for a structure of composition C16H42Ba2O14 in a non-equilibrium geometry.

Calculated values
**Largest force on an atom**: 4.954 eV/A
**E_HOMO**: -8.93 eV
**Electronic energy**: -1738.1511 Ha
**LUMO energy**: -7.35 eV

Structure (ORCA input):
```
! wB97M-V def2-TZVPD RIJCOSX def2/J DEFGRID3
* xyz 2 1
Ba -16.104 -26.864 -10.801
Ba -7.302 -16.066 -6.060
O -18.128 -17.425 -9.258
O -11.542 -28.225 -11.364
O -9.847 -23.151 -11.640
O -2.870 -21.956 -8.793
O -17.362 -24.287 -6.727
O -4.814 -25.612 -13.259
O -10.961 -13.785 -7.118
O -11.318 -22.764 -16.723
O -6.466 -14.492 -10.297
O -13.569 -19.887 -3.745
O -12.379 -22.640 -10.226
O -10.157 -19.780 -7.466
O -5.725 -18.059 -12.952
O -7.871 -19.983 -8.984
C -8.856 -20.677 -9.289
C -9.985 -22.283 -10.720
C -3.769 -24.796 -13.840
C -11.386 -21.196 -8.917
C -10.749 -29.370 -11.558
C -10.196 -20.528 -8.457
C -11.288 -22.045 -9.948
C -8.851 -21.613 -10.391
C -6.609 -18.017 -14.073
C -12.209 -14.467 -6.962
C -13.399 -21.150 -3.096
C -3.110 -23.243 -8.226
C -6.680 -13.156 -10.790
C -17.884 -22.996 -6.837
C -10.277 -22.131 -17.512
C -16.767 -17.521 -8.893
H -5.634 -25.121 -13.168
H -12.106 -15.006 -6.020
H -4.225 -24.283 -14.687
H -6.345 -18.600 -14.955
H -17.202 -22.266 -6.399
H -13.888 -21.130 -2.123
H -3.524 -23.947 -8.948
H -11.026 -27.464 -11.638
H -18.866 -22.984 -6.363
H -10.565 -21.969 -18.551
H -16.513 -18.580 -8.938
H -9.729 -28.989 -11.593
H -18.289 -17.739 -10.151
H -17.557 -24.651 -5.860
H -16.149 -16.918 -9.559
H -12.984 -19.886 -4.506
H -10.834 -30.050 -10.711
H -6.169 -15.018 -11.043
H -6.045 -18.728 -12.343
H -18.066 -22.731 -7.878
H -10.819 -23.061 -15.958
H -11.093 -29.926 -12.430
H -6.808 -12.489 -9.938
H -2.113 -23.612 -7.988
H -5.847 -12.754 -11.367
H -3.340 -24.094 -13.126
H -11.179 -13.041 -7.685
H -12.265 -21.032 -8.311
H -6.774 -16.983 -14.376
H -3.800 -23.133 -7.389
H -3.003 -25.487 -14.193
H -12.398 -15.071 -7.849
H -13.018 -13.742 -6.875
H -7.595 -18.386 -13.789
H -7.945 -21.781 -10.954
H -13.776 -21.986 -3.686
H -3.657 -21.407 -8.830
H -9.366 -22.720 -17.614
H -12.335 -21.263 -2.890
H -16.546 -17.190 -7.878
H -7.556 -13.181 -11.438
H -9.997 -21.170 -17.080
*
```